No. 1
Density functional theory data (ωB97M-V/def2-TZVPD) for 2 unconnected molecules or ions with the total composition C4H4O.

CARTESIAN COORDINATES (ANGSTROEM)
1 C 0.147 1.387 0.198
2 C -0.362 1.358 1.442
3 C 0.244 -1.606 -1.043
4 C -1.310 1.461 0.373
5 O 1.283 -1.138 -0.602
6 H 0.882 1.289 -0.551
7 H -0.387 1.256 2.511
8 H -0.600 -1.957 -0.313
9 H 0.102 -2.049 -2.014

Calculated values
Energy above the lowest of the compared OMol25 structures with the same formula, charge and spin in kcal per mole: 109.9
Gap between HOMO and LUMO in eV: 9.5199
Net charge: 0
SMILES: C1=CC=1.C=O
Highest occupied orbital energy in eV: -9.20
Largest force on an atom in Eh/bohr: 0.06952



No. 2
Density functional theory data (ωB97M-V/def2-TZVPD) for a molecular structure, C37H53BrHfN11O.

CARTESIAN COORDINATES (ANGSTROEM)
1 Hf 0.034 0.128 -0.430
2 O -2.464 4.997 1.482
3 C -1.924 3.796 1.808
4 C -1.766 3.367 3.117
5 C -1.198 2.115 3.307
6 N -0.803 1.308 2.331
7 C -0.950 1.713 1.029
8 Br -0.481 1.928 -2.310
9 C -1.503 2.967 0.772
10 H -2.727 5.466 2.282
11 H -2.071 3.973 3.961
12 H -1.064 1.746 4.320
13 H -1.598 3.320 -0.247
14 C 1.869 3.078 0.343
15 N 2.389 2.408 1.513
16 C 2.706 3.223 2.673
17 C 3.289 2.187 3.618
18 N 2.656 0.958 3.152
19 C 2.802 -0.227 3.967
20 C 2.195 1.109 1.882
21 N 1.708 0.227 1.046
22 C 1.754 -1.220 1.259
23 C 0.471 -1.747 1.891
24 N -0.709 -1.374 1.102
25 C -1.835 -1.260 1.779
26 N -2.980 -0.826 1.202
27 C -3.213 -0.166 -1.164
28 C -3.880 -0.330 2.226
29 C -3.379 -1.041 3.485
30 N -2.029 -1.468 3.122
31 C -1.463 -2.568 3.890
32 H 2.635 3.752 -0.045
33 H 0.965 3.642 0.579
34 H 1.617 2.382 -0.457
35 H 1.797 3.687 3.072
36 H 3.418 4.004 2.409
37 H 3.028 2.367 4.661
38 H 4.379 2.119 3.535
39 H 2.799 0.094 5.008
40 H 3.740 -0.753 3.774
41 H 1.968 -0.905 3.836
42 H 2.622 -1.550 1.834
43 H 1.904 -1.672 0.271
44 H 0.359 -1.285 2.874
45 H 0.581 -2.830 2.003
46 H -2.132 -0.102 -1.348
47 H -3.207 1.908 -1.025
48 H -3.589 -0.493 -2.143
49 H -4.906 -0.587 1.980
50 H -3.791 0.756 2.308
51 H -3.989 -1.914 3.741
52 H -3.350 -0.371 4.344
53 H -2.259 -2.982 4.509
54 H -0.654 -2.255 4.551
55 H -1.110 -3.368 3.241
56 C -7.253 -1.851 -0.305
57 C -5.929 -1.141 -0.290
58 C -4.797 -1.848 -0.138
59 C -3.413 -1.271 -0.142
60 N -3.743 1.101 -0.756
61 C -5.082 1.255 -0.571
62 C -6.032 0.313 -0.396
63 H -7.129 -2.927 -0.220
64 H -7.800 -1.632 -1.222
65 H -7.879 -1.509 0.522
66 H -4.863 -2.927 -0.081
67 H -2.727 -2.078 -0.420
68 H -5.395 2.292 -0.556
69 H -7.034 0.710 -0.302
70 C 5.826 0.579 -2.374
71 C 5.000 1.464 -1.463
72 N 3.757 0.783 -1.160
73 C 3.059 0.039 -2.055
74 N 1.814 -0.276 -1.784
75 C 1.074 -1.120 -2.741
76 C 2.003 -2.114 -3.410
77 C 3.093 -1.325 -4.103
78 N 3.713 -0.395 -3.160
79 C 4.984 0.190 -3.573
80 H 6.138 -0.317 -1.834
81 H 6.723 1.102 -2.705
82 H 4.808 2.431 -1.944
83 H 5.517 1.657 -0.523
84 H 3.210 1.087 -0.374
85 H 0.649 -0.473 -3.518
86 H 0.378 -2.470 -1.245
87 H 1.451 -2.727 -4.122
88 H 2.439 -2.779 -2.658
89 H 2.690 -0.772 -4.960
90 H 3.889 -1.973 -4.477
91 H 4.801 1.061 -4.214
92 H 5.498 -0.554 -4.182
93 C -0.057 -1.687 -1.891
94 C -1.188 -2.288 -2.648
95 C -1.735 -3.514 -2.257
96 C -2.832 -4.056 -2.909
97 C -3.403 -3.396 -3.986
98 C -2.862 -2.187 -4.401
99 C -1.775 -1.639 -3.739
100 H -1.286 -4.048 -1.426
101 H -3.233 -5.007 -2.581
102 H -4.256 -3.817 -4.499
103 H -3.293 -1.660 -5.242
104 H -1.397 -0.674 -4.057

Calculated values
Energy above the lowest of the compared OMol25 structures with the same formula, charge and spin in kcal per mole: 0.0
Gap between HOMO and LUMO in eV: 7.4885
Net charge: +1
Highest occupied orbital energy in eV: -9.34
Largest force on an atom in Eh/bohr: 0.01476



No. 3
Density functional theory data (ωB97M-V/def2-TZVPD) for 2 unconnected molecules or ions with the total composition C5H17N2O2.

CARTESIAN COORDINATES (ANGSTROEM)
1 N 1.493 -0.367 -1.346
2 C 0.110 -0.728 -0.598
3 C -0.946 -0.548 -1.797
4 O -0.510 -1.299 -2.914
5 C -0.274 0.316 0.414
6 N -0.770 -0.447 1.594
7 C 0.474 -1.030 2.264
8 C -1.395 0.387 2.621
9 H 1.489 -0.751 -2.318
10 H 1.466 0.643 -1.288
11 H 2.299 -0.862 -0.949
12 H 0.196 -1.798 -0.314
13 H -1.889 -0.892 -1.420
14 H -0.795 0.549 -2.103
15 H -1.279 -1.897 -3.131
16 H -1.085 0.923 -0.039
17 H 0.509 1.063 0.749
18 H 0.752 -1.932 1.700
19 H 1.268 -0.273 2.288
20 H 0.199 -1.364 3.236
21 H -0.855 0.647 3.529
22 H -1.697 1.390 2.308
23 H -2.332 -0.258 2.921
24 H 1.620 2.805 -2.450
25 H 0.644 3.234 -1.372
26 O 1.305 2.491 -1.585

Calculated values
Energy above the lowest of the compared OMol25 structures with the same formula, charge and spin in kcal per mole: 59.3
Gap between HOMO and LUMO in eV: 9.4828
Net charge: +1
Highest occupied orbital energy in eV: -12.44
Largest force on an atom in Eh/bohr: 0.06447



No. 4
Density functional theory data (ωB97M-V/def2-TZVPD) for 2 unconnected molecules or ions with the total composition C2H4BrN2.

CARTESIAN COORDINATES (ANGSTROEM)
1 C 0.868 1.759 0.224
2 C -0.921 -0.752 -0.141
3 N 1.421 0.840 -0.337
4 N -1.290 -1.962 -0.104
5 Br -2.003 0.688 0.115
6 H 1.079 2.785 0.554
7 H -0.118 1.776 0.659
8 H -0.594 -2.648 -0.260
9 H -2.244 -2.345 -0.054

Calculated values
Energy above the lowest of the compared OMol25 structures with the same formula, charge and spin in kcal per mole: 105.2
Gap between HOMO and LUMO (spin up / spin down) in eV: 6.5999 / 9.5320
Net charge: +1
Highest occupied orbital energy (spin up / spin down) in eV: -14.02 / -15.20
Largest force on an atom in Eh/bohr: 0.03466



No. 5
Density functional theory data (ωB97M-V/def2-TZVPD) for a molecular structure, C36H102CrK2N12O16P2S2.

CARTESIAN COORDINATES (ANGSTROEM)
1 Cr -18.221 -2.834 -15.893
2 K -16.995 -5.339 -19.294
3 K -14.871 -6.089 -15.700
4 S -18.551 -5.407 -16.249
5 O -18.331 -4.754 -14.953
6 O -18.699 -4.296 -17.166
7 O -17.436 -6.259 -16.593
8 O -19.800 -6.191 -16.308
9 S -15.211 -3.042 -17.356
10 O -16.238 -3.071 -16.304
11 O -15.717 -2.064 -18.332
12 O -14.001 -2.632 -16.661
13 O -14.964 -4.398 -17.933
14 O -20.223 -2.111 -15.556
15 P -21.723 -2.096 -15.521
16 N -22.413 -2.584 -17.051
17 C -21.810 -3.707 -17.785
18 C -23.729 -2.171 -17.593
19 N -22.405 -0.504 -15.307
20 C -22.543 -0.013 -13.944
21 C -22.120 0.531 -16.292
22 N -22.560 -3.124 -14.372
23 C -21.941 -4.412 -14.008
24 C -24.014 -3.147 -14.260
25 H -20.748 -3.576 -17.990
26 H -22.316 -3.834 -18.742
27 H -21.944 -4.599 -17.173
28 H -24.363 -3.011 -17.877
29 H -23.529 -1.612 -18.507
30 H -24.328 -1.508 -16.970
31 H -22.795 -0.775 -13.206
32 H -21.603 0.428 -13.613
33 H -23.318 0.734 -13.773
34 H -21.127 0.947 -16.117
35 H -22.284 0.181 -17.311
36 H -22.790 1.379 -16.155
37 H -20.852 -4.412 -14.072
38 H -22.235 -4.658 -12.988
39 H -22.184 -5.214 -14.705
40 H -24.432 -3.614 -15.151
41 H -24.420 -2.148 -14.099
42 H -24.162 -3.731 -13.352
43 O -17.780 -1.962 -14.029
44 P -17.119 -1.320 -12.853
45 N -18.114 -0.219 -12.028
46 C -18.579 0.955 -12.741
47 C -18.986 -0.715 -10.922
48 N -15.685 -0.397 -13.163
49 C -14.954 -0.733 -14.365
50 C -15.031 0.462 -12.222
51 N -16.385 -2.424 -11.731
52 C -16.040 -2.115 -10.358
53 C -15.890 -3.755 -12.162
54 H -17.832 1.507 -13.312
55 H -19.215 1.517 -12.056
56 H -19.298 0.635 -13.494
57 H -18.691 -0.040 -10.119
58 H -18.577 -1.675 -10.608
59 H -20.032 -0.888 -11.176
60 H -15.543 -0.372 -15.208
61 H -13.975 -0.272 -14.495
62 H -14.879 -1.820 -14.357
63 H -15.692 1.134 -11.675
64 H -14.433 -0.152 -11.549
65 H -14.228 1.043 -12.676
66 H -16.545 -2.700 -9.589
67 H -14.991 -2.163 -10.068
68 H -16.278 -1.074 -10.137
69 H -14.927 -3.983 -11.705
70 H -16.034 -3.938 -13.227
71 H -16.551 -4.506 -11.729
72 C -17.808 0.771 -16.761
73 C -18.784 -0.045 -17.674
74 C -18.730 0.519 -19.096
75 O -19.420 -0.361 -20.039
76 C -20.821 -0.129 -19.883
77 N -18.337 -1.435 -17.740
78 H -18.047 1.834 -16.761
79 H -16.811 0.698 -17.195
80 H -17.792 0.286 -15.785
81 H -19.806 -0.125 -17.305
82 H -17.694 0.523 -19.435
83 H -19.075 1.552 -19.071
84 H -21.109 0.921 -19.848
85 H -21.300 -0.547 -18.998
86 H -21.321 -0.539 -20.760
87 H -18.832 -1.867 -18.507
88 H -17.412 -1.541 -18.131
89 C -19.966 -4.649 -21.224
90 C -20.549 -5.919 -20.599
91 C -20.443 -7.164 -21.602
92 O -21.295 -7.032 -22.734
93 C -22.683 -6.935 -22.535
94 N -19.667 -6.101 -19.453
95 H -20.515 -4.443 -22.143
96 H -18.891 -4.723 -21.390
97 H -20.107 -3.785 -20.575
98 H -21.568 -5.736 -20.258
99 H -20.845 -8.067 -21.142
100 H -19.436 -7.399 -21.946
101 H -23.153 -6.806 -23.510
102 H -22.946 -6.009 -22.025
103 H -23.181 -7.763 -22.029
104 H -20.021 -6.899 -18.945
105 H -19.831 -5.349 -18.799
106 C -15.980 -1.141 -21.891
107 C -16.445 -2.568 -21.879
108 C -15.286 -3.595 -22.055
109 O -14.638 -3.761 -23.353
110 C -13.396 -4.551 -23.311
111 N -17.115 -2.731 -20.587
112 H -15.544 -0.761 -22.815
113 H -15.184 -1.079 -21.149
114 H -16.786 -0.447 -21.653
115 H -17.173 -2.707 -22.679
116 H -15.561 -4.633 -21.865
117 H -14.484 -3.329 -21.366
118 H -13.036 -4.717 -24.326
119 H -13.443 -5.496 -22.770
120 H -12.603 -3.997 -22.809
121 H -17.774 -1.973 -20.475
122 H -16.451 -2.487 -19.866
123 C -12.313 1.516 -18.269
124 C -13.157 0.387 -18.949
125 C -12.374 -0.886 -19.431
126 O -11.948 -0.622 -20.739
127 C -11.302 -1.742 -21.302
128 N -14.151 0.034 -17.985
129 H -11.572 1.936 -18.949
130 H -11.824 1.136 -17.372
131 H -13.050 2.294 -18.067
132 H -13.682 0.877 -19.769
133 H -13.036 -1.752 -19.407
134 H -11.618 -1.172 -18.699
135 H -11.038 -1.692 -22.358
136 H -11.987 -2.588 -21.329
137 H -10.393 -1.912 -20.725
138 H -14.831 -0.590 -18.396
139 H -13.791 -0.544 -17.239
140 C -18.305 -6.449 -11.578
141 C -18.212 -7.524 -12.634
142 C -19.560 -7.620 -13.325
143 O -20.587 -8.189 -12.410
144 C -21.876 -8.140 -13.060
145 N -17.173 -7.153 -13.551
146 H -18.665 -5.498 -11.971
147 H -17.401 -6.320 -10.983
148 H -19.031 -6.859 -10.875
149 H -17.858 -8.460 -12.202
150 H -19.569 -8.254 -14.212
151 H -19.862 -6.608 -13.596
152 H -22.638 -8.344 -12.308
153 H -22.033 -8.825 -13.893
154 H -22.037 -7.101 -13.347
155 H -17.201 -7.692 -14.405
156 H -17.445 -6.290 -13.998
157 C -11.797 -1.961 -14.061
158 C -11.976 -3.525 -13.953
159 C -11.625 -4.077 -12.633
160 O -10.362 -3.851 -12.178
161 C -9.237 -4.283 -12.924
162 N -13.269 -3.879 -14.474
163 H -12.268 -1.430 -13.234
164 H -12.210 -1.494 -14.955
165 H -10.741 -1.692 -14.034
166 H -11.212 -3.839 -14.665
167 H -11.875 -5.137 -12.658
168 H -12.351 -3.742 -11.892
169 H -8.949 -3.587 -13.711
170 H -9.343 -5.289 -13.331
171 H -8.445 -4.338 -12.176
172 H -13.939 -3.562 -13.788
173 H -13.487 -3.270 -15.249

Calculated values
Spin multiplicity: 5
Gap between HOMO and LUMO (spin up / spin down) in eV: 5.8231 / 7.8391
Net charge: 0
Highest occupied orbital energy (spin up / spin down) in eV: -5.84 / -7.86
Largest force on an atom in Eh/bohr: 0.09979



- Which formula does entry 2 have?
  C37H53BrHfN11O



- What is the net charge in the second record?
  +1